Entry 1:
Computed, not measured: a cluster of 9 separate species, C53H99BClF8I3N2O12 in total at a distorted geometry, with wB97M-V/def2-TZVPD.

M ... 1535.338 g mol⁻¹
Structure (SMILES) ... CB(O)[C@H](N(CCOCC(F)(F)C(F)(F)C(F)(F)C(F)F)[C@H](I)[C@@H](C)I)[C@](Cl)(OC[C@@H](C)CC(C)C)O[C@H](N)I.C1CCOC1.C1CCOC1.C1CCOC1.C1CCOC1.C1CCOC1.C1CCOC1.C1CCOC1.C1CCOC1
E_LUMO ... 0.16 eV
HOMO energy ... -8.48 eV
DFT total energy ... -5267.743638 a.u.

Structure (ORCA input):
```
! RIJCOSX wB97M-V def2-TZVPD def2/J DEFGRID3
* xyz 0 1
C -1.4308 5.2716 2.0437
B 0.1118 4.7283 1.9060
O 1.1722 5.7991 1.9221
C 0.5803 3.1366 1.7761
N 0.3900 2.4838 0.4632
C -0.9222 2.6128 -0.2141
C -1.5372 1.2232 -0.8896
O -0.5484 0.2006 -1.2161
C -0.4810 -0.8842 -0.2286
C -0.4077 -2.4048 -0.9225
F 0.7288 -2.3064 -1.9126
F -1.6716 -2.8100 -1.5781
C 0.1149 -3.4063 0.2660
F 1.6191 -3.4715 0.1388
F -0.1175 -2.8600 1.6554
C -0.5531 -4.9040 0.2587
F 0.3990 -5.7816 1.0376
F -0.6641 -5.5307 -1.0831
C -1.9767 -4.9639 1.1279
F -2.6624 -6.2328 0.7921
F -2.8283 -3.7660 0.9494
C 1.5854 2.4537 -0.4442
I 3.1131 0.9386 0.0951
C 2.3947 3.8411 -0.6917
C 3.8762 3.5725 -1.4225
I 1.3961 5.3507 -1.9118
C 0.1021 2.2541 3.1216
Cl 0.6879 0.4741 2.8637
O -1.2900 2.3953 3.4760
C -2.2574 1.6318 2.7315
C -3.2708 0.6686 3.6365
C -3.0860 0.8377 5.2540
C -4.8572 0.9205 3.3110
C -5.3247 0.6050 1.7757
C -5.3715 1.9789 0.8222
C -4.5376 -0.6266 1.0361
O 0.9820 2.7760 4.1729
C 0.5485 2.6219 5.5354
N 0.0383 1.2612 5.9672
I -0.7199 4.2990 6.3015
H -2.2624 4.4521 2.0080
H -1.5163 5.8070 3.1068
H -1.6013 6.1074 1.2305
H 2.0097 5.3572 2.3062
H 1.7682 3.1910 1.9274
H -1.8156 3.0587 0.3937
H -0.7783 3.3477 -1.1447
H -2.4459 0.7991 -0.2415
H -2.0433 1.5478 -1.9213
H -1.2824 -0.8289 0.6219
H 0.5753 -0.7689 0.3162
H -1.6638 -5.0038 2.2731
H 1.1914 2.1056 -1.5169
H 2.6773 4.3722 0.3390
H 3.8271 2.7600 -2.2666
H 4.1124 4.6002 -1.9826
H 4.7452 3.4284 -0.6500
H -3.0015 2.4166 2.2212
H -1.8807 0.9595 1.8570
H -2.9837 -0.4518 3.3558
H -2.8336 1.9325 5.5799
H -4.1028 0.4562 5.7481
H -2.2713 0.0387 5.5966
H -5.1087 2.0182 3.6435
H -5.4676 0.2044 4.0275
H -6.4679 0.2659 1.8442
H -6.3779 2.0420 0.1928
H -5.3618 2.9237 1.5521
H -4.4093 2.0925 0.1544
H -4.7151 -0.4784 -0.1351
H -5.0734 -1.6493 1.2974
H -3.3781 -0.6440 1.1826
H 1.5357 2.7694 6.1996
H -0.5560 1.4720 6.8247
H 0.8706 0.7062 6.2709
C 8.1357 4.8065 -4.9810
C 6.7847 5.1025 -5.5793
C 5.8566 4.3408 -4.6583
O 6.4746 4.3259 -3.3641
C 7.8277 4.7821 -3.4999
H 8.9032 5.5385 -5.2448
H 8.4777 3.8173 -5.3079
H 6.5774 6.1771 -5.5133
H 6.6909 4.7997 -6.6252
H 5.7380 3.3020 -4.9840
H 4.8662 4.7998 -4.5881
H 7.8865 5.7863 -3.0661
H 8.4973 4.1214 -2.9425
C -0.7724 -8.7205 0.7284
C -1.7015 -9.3778 1.7160
C -1.7110 -10.8126 1.2356
O -0.4291 -11.0613 0.6423
C 0.2505 -9.8082 0.4838
H -0.3277 -7.7916 1.0943
H -1.3130 -8.5002 -0.1998
H -1.2709 -9.3237 2.7228
H -2.6987 -8.9314 1.7462
H -2.4723 -10.9684 0.4639
H -1.8856 -11.5252 2.0470
H 1.0560 -9.7690 1.2253
H 0.6925 -9.7521 -0.5148
C -5.0928 -5.7338 4.0431
C -6.4055 -5.8183 3.3079
C -6.9416 -4.4109 3.4542
O -5.8058 -3.5377 3.5206
C -4.6275 -4.3355 3.7006
H -4.3754 -6.5051 3.7517
H -5.2660 -5.8162 5.1227
H -6.2242 -6.0410 2.2498
H -7.0843 -6.5770 3.7056
H -7.5067 -4.2955 4.3852
H -7.5831 -4.1177 2.6181
H -4.0688 -4.3232 2.7584
H -4.0017 -3.8977 4.4831
C 10.8412 1.0396 -8.1910
C 11.4274 2.2387 -8.8905
C 11.0952 3.3597 -7.9300
O 11.0796 2.7893 -6.6142
C 11.1069 1.3605 -6.7364
H 11.2804 0.0893 -8.5050
H 9.7608 0.9954 -8.3727
H 12.5150 2.1259 -8.9712
H 11.0254 2.4029 -9.8935
H 10.0995 3.7706 -8.1279
H 11.8233 4.1750 -7.9693
H 12.1014 1.0181 -6.4301
H 10.3641 0.9187 -6.0665
C -1.4910 -9.2614 7.1922
C -0.9572 -8.7843 5.8662
C -2.1553 -8.0687 5.2814
O -2.9060 -7.5437 6.3850
C -2.3998 -8.1212 7.5964
H -0.7123 -9.4681 7.9308
H -2.0793 -10.1754 7.0484
H -0.1399 -8.0721 6.0301
H -0.5865 -9.5889 5.2261
H -2.8044 -8.7613 4.7351
H -1.8701 -7.2541 4.6094
H -1.8452 -7.3425 8.1312
H -3.2325 -8.4503 8.2241
C -9.2003 2.7954 4.8215
C -9.0495 3.7887 3.6984
C -7.5957 4.1894 3.8229
O -6.8949 3.0544 4.3499
C -7.8586 2.0960 4.8078
H -10.0403 2.1086 4.6910
H -9.3352 3.3266 5.7712
H -9.2185 3.2897 2.7369
H -9.7337 4.6382 3.7677
H -7.4706 5.0170 4.5292
H -7.1574 4.4800 2.8638
H -7.8560 1.2571 4.1034
H -7.5689 1.7242 5.7945
C 12.8840 -1.2307 -12.7142
C 13.4701 -0.0317 -13.4138
C 13.1379 1.0893 -12.4533
O 13.1223 0.5190 -11.1374
C 13.1496 -0.9099 -11.2596
H 13.3231 -2.1810 -13.0282
H 11.8035 -1.2750 -12.8959
H 14.5577 -0.1445 -13.4944
H 13.0681 0.1326 -14.4167
H 12.1422 1.5003 -12.6512
H 13.8660 1.9046 -12.4925
H 14.1441 -1.2522 -10.9533
H 12.4068 -1.3516 -10.5897
C -9.1930 7.7727 0.6428
C -8.0495 8.7464 0.5204
C -6.9481 8.0385 1.2791
O -7.1768 6.6307 1.1275
C -8.4828 6.4389 0.5665
H -9.9575 7.8933 -0.1289
H -9.6730 7.8851 1.6222
H -7.7667 8.8556 -0.5333
H -8.2724 9.7391 0.9194
H -6.9896 8.2705 2.3486
H -5.9518 8.2920 0.9054
H -8.3558 6.1162 -0.4726
H -9.0077 5.6517 1.1147
*
```

Atom charges from the Mulliken analysis, given in e for atoms 1 to 99: atom 1 (C): -0.5196, atom 2 (B): 0.5425, atom 3 (O): -0.5757, atom 4 (C): -1.1318, atom 5 (N): 1.7737, atom 6 (C): -0.0862, atom 7 (C): 0.2516, atom 8 (O): -0.4325, atom 9 (C): 0.2018, atom 10 (C): 0.7640, atom 11 (F): -0.3067, atom 12 (F): -0.2907, atom 13 (C): 0.6763, atom 14 (F): -0.3288, atom 15 (F): -0.2724, atom 16 (C): 0.3611, atom 17 (F): -0.3623, atom 18 (F): -0.3124, atom 19 (C): 0.2364, atom 20 (F): -0.2622, atom 21 (F): -0.1800, atom 22 (C): -1.5791, atom 23 (I): 0.0271, atom 24 (C): 0.3624, atom 25 (C): -0.8963, atom 26 (I): 0.0276, atom 27 (C): 0.4560, atom 28 (Cl): -0.1604, atom 29 (O): -0.0050, atom 30 (C): 1.6209, atom 31 (C): 0.6619, atom 32 (C): -0.8798, atom 33 (C): -1.0899, atom 34 (C): 0.4750, atom 35 (C): -0.7733, atom 36 (C): -0.4746, atom 37 (O): -0.3696, atom 38 (C): -0.5925, atom 39 (N): -0.4090, atom 40 (I): -0.0107, atom 41 (H): 0.0532, atom 42 (H): 0.1703, atom 43 (H): 0.2602, atom 44 (H): 0.3350, atom 45 (H): 0.1450, atom 46 (H): -0.2343, atom 47 (H): 0.3424, atom 48 (H): -0.4056, atom 49 (H): 0.3637, atom 50 (H): -0.2618, atom 51 (H): -0.0897, atom 52 (H): 0.2280, atom 53 (H): 0.5572, atom 54 (H): 0.0334, atom 55 (H): 0.2953, atom 56 (H): 0.2662, atom 57 (H): 0.2865, atom 58 (H): -0.8317, atom 59 (H): -0.8244, atom 60 (H): 0.0228, atom 61 (H): -0.0593, atom 62 (H): 0.3492, atom 63 (H): 0.2424, atom 64 (H): 0.0738, atom 65 (H): 0.4193, atom 66 (H): 0.4344, atom 67 (H): 0.3468, atom 68 (H): -0.0212, atom 69 (H): 0.0638, atom 70 (H): 0.3067, atom 71 (H): 0.1799, atom 72 (H): -0.3826, atom 73 (H): 0.5717, atom 74 (H): 0.3185, atom 75 (H): 0.2610, atom 76 (C): -0.2434, atom 77 (C): -0.6189, atom 78 (C): -0.3720, atom 79 (O): -0.3477, atom 80 (C): -0.5455, atom 81 (H): 0.3344, atom 82 (H): 0.0534, atom 83 (H): 0.2804, atom 84 (H): 0.3274, atom 85 (H): 0.2790, atom 86 (H): 0.2805, atom 87 (H): 0.2808, atom 88 (H): 0.2750, atom 89 (C): 0.0716, atom 90 (C): 0.0960, atom 91 (C): -0.5953, atom 92 (O): -0.4115, atom 93 (C): -0.6175, atom 94 (H): -0.1406, atom 95 (H): 0.2582, atom 96 (H): -0.2606, atom 97 (H): 0.3821, atom 98 (H): 0.2675, atom 99 (H): 0.3057

Entry 2:
Computed, not measured: a structure of composition C36H47N12O4S5Tl at a distorted geometry, with wB97M-V/def2-TZVPD.

M ... 1076.570 g mol⁻¹
E_LUMO ... 3.92 eV
HOMO energy ... -1.38 eV
DFT total energy ... -4521.521842 a.u.

Structure (ORCA input):
```
! RIJCOSX wB97M-V def2-TZVPD def2/J DEFGRID3
* xyz -2 1
Tl 0.1057 -0.1522 0.5622
C -4.7966 -4.4646 2.1882
C -3.5732 -4.3657 1.2611
N -2.4064 -3.8931 1.9516
C -2.1713 -2.5641 2.2091
S -1.0637 -2.2432 3.4309
N -2.9686 -1.6948 1.6158
N -2.5800 -0.4392 1.5545
C -3.4527 0.5048 1.3586
C -4.9357 0.2241 1.2173
C -2.9477 1.8452 1.3850
C -3.7783 2.9777 1.2336
C -3.2541 4.2350 1.4264
C -1.9099 4.3728 1.7586
C -1.1446 3.2099 1.8196
N -1.6349 2.0071 1.6394
H -5.6899 -4.7249 1.6220
H -4.9553 -3.5053 2.6757
H -4.6357 -5.2193 2.9598
H -3.7720 -3.6714 0.4396
H -3.3448 -5.3547 0.8395
H -1.9664 -4.5126 2.6173
H -5.0475 -0.8370 0.9956
H -5.3739 0.8106 0.4075
H -5.4824 0.4421 2.1411
H -4.8196 2.8629 0.9699
H -3.8936 5.1087 1.3342
H -1.4740 5.3471 1.9360
H -0.0806 3.2534 2.0220
C 3.8573 4.9517 -1.4130
C 3.3872 5.0275 0.0301
S 2.9518 3.4235 0.9158
C 4.4009 2.4677 0.3853
C 4.1052 1.5762 -0.8234
S 2.3432 1.7728 -1.3100
C 2.4287 1.9764 -3.1260
C 3.0748 3.2671 -3.6075
S 2.5746 4.7806 -2.7129
H 4.5307 4.1146 -1.5602
H 4.3839 5.8800 -1.6656
H 2.4944 5.6459 0.1021
H 4.1867 5.4997 0.6063
H 4.6481 1.8638 1.2541
H 5.2240 3.1650 0.2120
H 4.1931 0.5263 -0.5452
H 4.7449 1.8028 -1.6785
H 1.3743 1.9469 -3.3931
H 2.9351 1.1264 -3.5829
H 2.8057 3.4673 -4.6480
H 4.1605 3.2205 -3.5340
O 2.3147 1.2865 1.6369
C 2.9408 0.6954 2.5750
C 3.3588 1.4181 3.7274
C 3.9997 0.8311 4.7867
C 4.2704 -0.5325 4.7746
C 3.9191 -1.2674 3.6604
C 3.3061 -0.6963 2.5497
C 3.0987 -1.5119 1.3706
N 2.9357 -1.0740 0.1366
C 2.9294 -2.1641 -0.6720
C 3.1179 -3.2928 0.0662
N 3.2467 -2.8738 1.3636
H 3.1365 2.4754 3.7411
H 4.3011 1.4263 5.6435
H 4.7536 -1.0098 5.6188
H 4.1509 -2.3262 3.6450
H 2.7799 -2.0623 -1.7315
H 3.1731 -4.3288 -0.2115
H 3.1153 -3.4693 2.1640
C -0.8069 4.8194 -1.6760
N -1.6436 3.7614 -2.2003
C -3.0491 4.1031 -2.2080
C -1.2677 2.4532 -1.8125
N -0.4440 2.1405 -0.9190
N -1.8682 1.4763 -2.5836
C -1.3640 0.1873 -2.7555
N -2.2090 -0.5789 -3.5638
N -0.2175 -0.1332 -2.3393
H -0.9676 5.7207 -2.2707
H 0.2332 4.5253 -1.7856
H -1.0159 5.0484 -0.6231
H -3.2619 4.7801 -3.0437
H -3.3397 4.6046 -1.2732
H -3.6615 3.2085 -2.3136
H -0.0219 2.8803 -0.3776
H -2.5143 1.7808 -3.2966
H -3.1612 -0.6058 -3.2205
H -1.8541 -1.5345 -3.6177
H 0.0223 -1.1068 -2.4889
O 0.6260 -3.6017 1.0097
C -0.1257 -3.7246 0.0569
N -0.7228 -2.7484 -0.6196
S -1.6017 -3.2959 -1.8275
O -2.9889 -2.8827 -1.8165
O -0.9704 -3.0884 -3.1319
C -1.3890 -5.0574 -1.5085
C -1.8069 -6.1960 -2.1551
C -1.2715 -7.4124 -1.7480
C -0.3346 -7.4680 -0.7248
C 0.0805 -6.3105 -0.0828
C -0.4567 -5.1003 -0.4901
H -2.5362 -6.1422 -2.9491
H -1.5852 -8.3266 -2.2342
H 0.0790 -8.4269 -0.4365
H 0.8156 -6.3335 0.7094
*
```

Atom charges from the Mulliken analysis, given in e for atoms 1 to 99: atom 1 (Tl): 1.1143, atom 2 (C): -1.5168, atom 3 (C): -0.0135, atom 4 (N): 0.0658, atom 5 (C): -0.2460, atom 6 (S): -0.4265, atom 7 (N): -0.7033, atom 8 (N): 0.6437, atom 9 (C): 0.2242, atom 10 (C): -1.6152, atom 11 (C): 0.6086, atom 12 (C): -0.7540, atom 13 (C): -0.4222, atom 14 (C): -0.9733, atom 15 (C): -0.0203, atom 16 (N): 0.0178, atom 17 (H): 0.3925, atom 18 (H): 0.3059, atom 19 (H): 0.3894, atom 20 (H): 0.0304, atom 21 (H): 0.3723, atom 22 (H): 0.2519, atom 23 (H): 0.3810, atom 24 (H): 0.4058, atom 25 (H): 0.2457, atom 26 (H): 0.2738, atom 27 (H): 0.3417, atom 28 (H): 0.4630, atom 29 (H): 0.5075, atom 30 (C): -0.4610, atom 31 (C): -0.9059, atom 32 (S): 0.0449, atom 33 (C): -1.3614, atom 34 (C): -0.9922, atom 35 (S): 0.3039, atom 36 (C): -0.8242, atom 37 (C): -0.7690, atom 38 (S): -0.1235, atom 39 (H): 0.0745, atom 40 (H): 0.5517, atom 41 (H): 0.3881, atom 42 (H): 0.4014, atom 43 (H): 0.4649, atom 44 (H): 0.7430, atom 45 (H): 0.5200, atom 46 (H): 0.5051, atom 47 (H): 0.1229, atom 48 (H): 0.5276, atom 49 (H): 0.4925, atom 50 (H): 0.2835, atom 51 (O): -0.1519, atom 52 (C): -0.6314, atom 53 (C): -0.5670, atom 54 (C): -0.5702, atom 55 (C): -0.8642, atom 56 (C): -0.8572, atom 57 (C): 1.1967, atom 58 (C): -0.1864, atom 59 (N): 0.0975, atom 60 (C): -0.4415, atom 61 (C): -1.1048, atom 62 (N): 0.0483, atom 63 (H): 0.3253, atom 64 (H): 0.3781, atom 65 (H): 0.3450, atom 66 (H): 0.2601, atom 67 (H): 0.3950, atom 68 (H): 0.5252, atom 69 (H): 0.3763, atom 70 (C): -0.4236, atom 71 (N): 0.2485, atom 72 (C): -0.9823, atom 73 (C): -0.8866, atom 74 (N): 1.3640, atom 75 (N): 0.3225, atom 76 (C): -0.0649, atom 77 (N): -0.7211, atom 78 (N): -0.2840, atom 79 (H): 0.4165, atom 80 (H): -0.2946, atom 81 (H): 0.0421, atom 82 (H): 0.3165, atom 83 (H): 0.2175, atom 84 (H): 0.3101, atom 85 (H): -0.5268, atom 86 (H): 0.3656, atom 87 (H): 0.2150, atom 88 (H): 0.4026, atom 89 (H): 0.1839, atom 90 (O): -0.6311, atom 91 (C): -0.1579, atom 92 (N): 0.5556, atom 93 (S): 1.2041, atom 94 (O): -0.7579, atom 95 (O): -0.8630, atom 96 (C): 0.2170, atom 97 (C): -0.6986, atom 98 (C): -0.5329, atom 99 (C): -0.6581